[1]
A single C16H16N2O5S2 molecule in a non-equilibrium geometry. Source: the Open Molecules 2025 dataset; level of theory: ωB97M-V/def2-TZVPD.

Geometry as XYZ:
```
41
Properties=species:S:1:pos:R:3
O -0.7021 2.5874 0.6437
C -0.9456 1.7029 -0.1488
C -2.1171 0.7454 0.0057
N -1.8042 -0.5455 -0.5653
S -0.6390 -1.4210 0.3090
O 0.6146 -1.4635 -0.3900
O -0.6519 -0.9495 1.6591
C -1.3961 -3.0396 0.2320
C -0.8915 -4.0014 -0.6210
C -1.5149 -5.2375 -0.6887
C -2.6297 -5.4918 0.0942
C -3.1250 -4.5187 0.9494
C -2.5056 -3.2822 1.0189
C -1.5061 -0.4497 -1.9741
C -0.3344 0.5043 -2.2603
N -0.1421 1.4728 -1.2036
S 1.3286 2.4034 -1.2281
O 0.9976 3.7513 -1.5649
O 2.1722 1.6896 -2.1397
C 1.9631 2.2631 0.4288
C 2.2794 1.0068 0.9039
C 2.7736 0.8920 2.1937
C 2.9512 2.0255 2.9712
C 2.6359 3.2798 2.4709
C 2.1332 3.4037 1.1869
H -2.3073 0.6191 1.0718
H -3.0119 1.1488 -0.4779
H -0.0136 -3.7736 -1.2049
H -1.1299 -6.0002 -1.3483
H -3.1132 -6.4559 0.0419
H -3.9901 -4.7247 1.5610
H -2.8553 -2.5055 1.6793
H -1.2631 -1.4518 -2.3287
H -2.4149 -0.1077 -2.4784
H -0.5017 1.0479 -3.1964
H 0.6063 -0.0454 -2.3494
H 2.1253 0.1391 0.2826
H 3.0119 -0.0831 2.5894
H 3.3341 1.9308 3.9768
H 2.7730 4.1583 3.0829
H 1.8530 4.3547 0.7648
```

- lowest unoccupied orbital energy (Ha) = 0.0117
- energy (eV) = -51738.876
- max |F| (hartree/bohr) = 0.0276
- molecular weight (g mol⁻¹) = 380.4
- HOMO energy (eV) = -9.309
- HOMO-LUMO gap (eV) = 9.628
- charge = 0

[2]
11 unconnected molecules or ions with the total composition C23H44Cl6F15N3O11S in a non-equilibrium geometry. Source: the Open Molecules 2025 dataset; level of theory: ωB97M-V/def2-TZVPD.

Geometry as XYZ:
```
103
Properties=species:S:1:pos:R:3
N -2.1317 -2.4498 2.9590
H -2.6678 -1.8524 3.6236
H -2.7448 -3.0413 2.4059
H -1.5164 -3.0755 3.4782
H -1.5788 -1.8345 2.3094
N -3.4288 -1.7093 -1.6258
H -4.2312 -1.2329 -2.0551
H -3.2084 -2.5261 -2.1994
H -3.7438 -2.2273 -0.8050
H -2.5980 -1.0648 -1.4500
N 0.3178 -3.8756 -1.8548
H -0.5818 -4.2902 -2.1075
H 0.6660 -4.4311 -1.0544
H 0.1089 -2.8986 -1.5111
H 0.8385 -3.8909 -2.7312
C 0.6820 1.1254 0.1757
F 1.5912 0.9566 1.1194
F -0.1450 2.0726 0.5684
F 1.2994 1.4036 -0.9502
S -0.3227 -0.4870 -0.1024
O 0.4438 -1.3989 -0.9371
O -0.7049 -1.0734 1.1786
O -1.5303 -0.0765 -0.8540
C 2.5718 -2.4739 1.2201
C 1.9079 -3.5564 2.0849
O 2.5334 -4.8296 2.0119
C 2.4038 -5.6095 0.9688
O 1.8078 -5.3241 -0.0419
C 3.0636 -6.9889 1.1674
F 3.9524 -7.1692 0.1789
F 3.6551 -7.1268 2.3263
F 2.1439 -7.9520 1.0007
H 2.1165 -1.5083 1.4415
H 2.6171 -2.7922 0.1834
H 3.5863 -2.1820 1.5091
H 0.8995 -3.6713 1.6727
H 1.8803 -3.2554 3.1280
C 2.2090 -0.1940 -3.9422
C 2.4317 -1.5420 -4.6022
O 3.0173 -1.3377 -5.8827
C 2.6844 -2.2477 -6.8102
O 1.9435 -3.1665 -6.6744
C 3.3576 -1.9760 -8.1678
F 4.5903 -2.5059 -8.1108
F 2.6755 -2.6318 -9.1083
F 3.4569 -0.7000 -8.4897
H 3.1029 0.4251 -3.9632
H 1.8308 -0.3644 -2.9335
H 1.4189 0.3470 -4.4670
H 1.4955 -2.1063 -4.6005
H 3.1029 -2.1761 -4.0163
C -1.2176 3.0652 -2.7726
C -2.3591 2.1490 -3.1222
O -3.5120 2.5840 -2.4093
C -4.5458 1.8504 -2.1261
O -4.7016 0.6812 -2.3902
C -5.6302 2.6357 -1.3569
F -5.8411 2.0075 -0.1910
F -5.2783 3.8752 -1.0676
F -6.7626 2.5834 -2.0461
H -1.0280 3.0902 -1.6963
H -1.5199 4.0961 -2.9679
H -0.2829 2.8346 -3.2774
H -2.1332 1.1160 -2.8446
H -2.5672 2.0637 -4.1907
C -3.2303 2.0788 1.8739
C -3.3491 0.7667 2.6132
O -3.8279 1.1399 3.9026
C -3.7646 0.2578 4.8992
O -3.5698 -0.9213 4.7482
C -3.9186 0.8883 6.3028
F -2.8717 0.4638 7.0291
F -3.9088 2.2023 6.2553
F -5.0154 0.4216 6.8872
H -2.6850 2.7636 2.5180
H -4.1931 2.5367 1.6433
H -2.7960 1.8789 0.8913
H -2.3709 0.2880 2.7374
H -3.9200 0.0170 2.0516
Cl 4.4638 0.2298 -0.0238
C 4.9342 1.5637 -1.1483
C 4.5501 2.8916 -0.5242
Cl 5.5538 3.2610 0.9116
H 4.3930 1.4515 -2.0883
H 5.9786 1.3834 -1.3848
H 3.5145 2.8461 -0.1989
H 4.7266 3.7522 -1.1649
Cl 2.4430 5.8138 2.4715
C 1.3130 4.7070 1.7231
C -0.0105 5.4041 1.4742
Cl -0.0392 6.4577 0.0211
H 1.1501 3.9066 2.4472
H 1.7636 4.2481 0.8445
H -0.2129 6.1242 2.2624
H -0.8604 4.7350 1.3570
Cl -0.5989 3.3653 4.5052
C 0.8468 2.4395 4.9029
C 0.8699 1.1598 4.1039
Cl -0.2888 -0.0091 4.8151
H 0.8240 2.2704 5.9807
H 1.7577 3.0349 4.8216
H 1.8470 0.7077 4.2681
H 0.6120 1.3352 3.0655
```

- lowest unoccupied orbital energy (Ha) = -0.2415
- energy (eV) = -178277.727
- max |F| (hartree/bohr) = 0.0434
- molecular weight (g mol⁻¹) = 1068.4
- HOMO energy (eV) = -14.190
- HOMO-LUMO gap (eV) = 7.619
- charge = +2

[3]
2 unconnected molecules or ions with the total composition C4H8O in a non-equilibrium geometry. Source: the Open Molecules 2025 dataset; level of theory: ωB97M-V/def2-TZVPD.

Geometry as XYZ:
```
13
Properties=species:S:1:pos:R:3
C -2.0872 0.3792 -0.2993
C -0.7777 0.1724 -0.7086
C -0.0894 -1.0973 -0.4654
C 1.2114 -1.2951 -0.7993
H -2.6247 -0.4039 0.1689
H -2.6425 1.3250 -0.5244
H -0.2593 0.9687 -1.2354
H -0.7396 -1.9154 -0.0106
H 1.7218 -2.2017 -0.5903
H 1.8210 -0.5399 -1.2978
O 1.4038 1.3678 1.7901
H 0.8774 0.6809 1.3186
H 1.0729 2.1888 1.4851
```

- lowest unoccupied orbital energy (Ha) = 0.0217
- energy (eV) = -6323.663
- max |F| (hartree/bohr) = 0.0621
- molecular weight (g mol⁻¹) = 72.1
- HOMO energy (eV) = -9.070
- HOMO-LUMO gap (eV) = 9.660
- charge = 0

[4]
A gas-phase ion, C5H11N2 (charge +1) in a non-equilibrium geometry. Source: the Open Molecules 2025 dataset; level of theory: ωB97M-V/def2-TZVPD.

Geometry as XYZ:
```
18
Properties=species:S:1:pos:R:3
C -0.7050 1.0502 1.9999
C -0.7368 0.0715 1.0841
C -0.3777 0.0126 -0.4098
N -1.4941 0.5463 -1.2658
N 0.7666 0.9314 -0.5602
C 0.2370 -1.2990 -0.6662
C 1.3320 -1.7500 -0.0187
H -0.7625 0.7791 2.9578
H -0.3522 2.0709 1.7594
H -1.0606 -0.8989 1.3241
H -2.4002 0.2763 -1.0566
H -1.2764 0.2479 -2.2343
H 1.4911 0.6848 0.1407
H 0.4687 1.9000 -0.4396
H 1.2835 0.8982 -1.5039
H -0.2387 -1.8831 -1.3909
H 1.9193 -2.5362 -0.3501
H 1.9060 -1.1021 0.6301
```

- lowest unoccupied orbital energy (Ha) = -0.1266
- energy (eV) = -8334.696
- max |F| (hartree/bohr) = 0.1013
- molecular weight (g mol⁻¹) = 99.2
- HOMO energy (eV) = -14.402
- HOMO-LUMO gap (eV) = 10.956
- charge = +1

[5]
2 unconnected molecules or ions with the total composition C7H8O in a non-equilibrium geometry. Source: the Open Molecules 2025 dataset; level of theory: ωB97M-V/def2-TZVPD.

Geometry as XYZ:
```
16
Properties=species:S:1:pos:R:3
C -0.3038 0.1800 -0.7647
C 0.4816 -0.5251 0.2039
C 1.0706 0.5210 -0.6005
C -1.4937 0.5789 -1.1568
C 0.6123 -1.4089 1.1591
C -1.8129 1.8983 -1.7673
C 1.7800 -1.5981 2.0676
O 2.0682 1.0432 -0.9908
H -2.3338 -0.0047 -0.7453
H -0.7730 -2.1389 1.3794
H -2.7373 1.6619 -2.4000
H -1.1093 2.3440 -2.4057
H -1.7634 2.4437 -0.8463
H 2.1095 -2.5836 1.7504
H 1.6460 -1.5749 3.2381
H 2.5590 -0.8365 1.8790
```

- lowest unoccupied orbital energy (Ha) = -0.0224
- energy (eV) = -9429.938
- max |F| (hartree/bohr) = 0.0991
- molecular weight (g mol⁻¹) = 108.1
- HOMO energy (eV) = -8.905
- HOMO-LUMO gap (eV) = 8.295
- charge = 0

[6]
2 unconnected molecules or ions with the total composition C7H18N3O4 in a non-equilibrium geometry. Source: the Open Molecules 2025 dataset; level of theory: ωB97M-V/def2-TZVPD.

Geometry as XYZ:
```
32
Properties=species:S:1:pos:R:3
C 3.2817 1.0156 -0.4884
C 4.1547 0.1275 -0.1587
C -3.5349 2.3063 0.3485
C 0.9153 -1.5270 -0.2574
C -0.4549 -1.9832 0.1547
C -3.3325 0.0482 -0.5816
C -2.7180 -1.0872 0.0157
N 0.3442 0.6368 0.4364
N 1.3869 -0.4304 0.5248
N 5.6629 0.3432 -0.1666
O 2.5393 1.7871 -0.9543
O 3.9988 -0.9521 0.7382
O -2.6404 1.2783 -0.1186
O -1.4104 -1.1663 -0.4547
H -3.2298 2.5483 1.2792
H -4.5279 1.9908 0.4247
H -3.6313 3.2473 -0.2026
H 1.5901 -2.3480 0.0431
H 0.8318 -1.3879 -1.2938
H -0.7641 -1.7591 1.2110
H -0.4094 -3.0995 0.0875
H -4.2777 0.2679 -0.1512
H -3.1718 0.1809 -1.6810
H -3.1744 -2.1124 -0.1658
H -2.7479 -0.8587 1.1053
H -0.5173 0.2247 -0.0356
H 0.0259 0.8966 1.2720
H 5.7493 -0.3754 0.5644
H 6.1099 1.1486 0.1966
H 6.0207 0.2009 -1.1015
H 0.7967 1.3582 -0.1961
H 2.9884 -1.1478 0.8520
```

- lowest unoccupied orbital energy (spin up / spin down) (Ha) = -0.1306 / -0.1306
- energy (eV) = -20197.255
- max |F| (hartree/bohr) = 0.1327
- molecular weight (g mol⁻¹) = 208.2
- HOMO energy (spin up / spin down) (eV) = -10.960 / -10.958
- HOMO-LUMO gap (spin up / spin down) (eV) = 7.406 / 7.404
- charge = +1

[7]
A gas-phase ion, C6H15N2 (charge +2) in a non-equilibrium geometry. Source: the Open Molecules 2025 dataset; level of theory: ωB97M-V/def2-TZVPD.

Geometry as XYZ:
```
23
Properties=species:S:1:pos:R:3
N 0.1588 -2.1778 1.9316
C 0.9565 -0.8995 1.9130
C 1.1059 -0.1902 0.5509
N -0.1643 -0.1669 -0.2222
C -1.0624 0.9566 0.0774
C -0.8096 2.0330 -0.9885
C -0.2245 1.2115 -2.1710
C -0.0825 -0.2554 -1.6505
H -0.4151 -2.2875 1.0919
H 0.7310 -3.0241 2.0176
H -0.5091 -2.2015 2.7055
H 1.9547 -1.1935 2.1781
H 0.6432 -0.2313 2.7089
H 1.4922 0.8200 0.7057
H 1.7939 -0.7228 -0.0549
H -0.9841 1.2887 1.1087
H -2.0977 0.6273 -0.0802
H -1.7795 2.4525 -1.2472
H -0.1536 2.8600 -0.7504
H 0.7964 1.4965 -2.4408
H -0.7599 1.3029 -3.1138
H 0.7995 -0.7105 -2.0660
H -0.9381 -0.8263 -2.0363
```

- lowest unoccupied orbital energy (spin up / spin down) (Ha) = -0.2676 / -0.4292
- energy (eV) = -9426.448
- max |F| (hartree/bohr) = 0.0550
- molecular weight (g mol⁻¹) = 115.2
- HOMO energy (spin up / spin down) (eV) = -19.306 / -19.277
- <S²> = 0.754
- HOMO-LUMO gap (spin up / spin down) (eV) = 12.024 / 7.599
- spin multiplicity = 2
- charge = +2